Record 1
The following is a quantum chemistry calculation of an isolated molecule of H3O4PS in a non-equilibrium geometry, from the Open Molecules 2025 dataset.

Geometry as XYZ:
```
9
Properties=species:S:1:pos:R:3:forces:R:3:mulliken_charge:R:1
H -0.6722 0.7101 0.8028 -1.5 1.1 2.0 0.40
O 1.5583 1.3593 -0.6103 0.8 1.6 0.2 -0.40
H 1.7337 0.8508 -1.3758 0.3 -0.6 -1.7 0.33
O -0.8267 -1.1273 0.1885 -1.9 1.9 -1.2 -0.25
P 1.6650 0.4141 0.6283 0.3 1.9 2.0 0.78
O 1.5418 1.2565 1.8525 -0.3 -1.5 -1.2 -0.60
S 2.4897 -1.2581 0.3386 -0.1 -0.5 0.0 -0.34
H -0.1915 -1.5106 0.7440 1.9 -1.4 1.5 0.30
O -0.3040 0.2170 0.1053 0.5 -2.4 -1.5 -0.23
```
Forces are in eV/Å.

LUMO energy = 0.277 eV
E_HOMO = -10.1 eV
charge = 0
relative energy (zero: lowest compared OMol25 entry of this formula, charge and spin) = 71.7 kcal per mole


Record 2
The following is a quantum chemistry calculation of a structure of composition C17H20N4RhS2 in a non-equilibrium geometry, from the Open Molecules 2025 dataset.

Geometry as XYZ:
```
44
Properties=species:S:1:pos:R:3:forces:R:3:mulliken_charge:R:1
C 3.9384 -0.2656 -1.3692 -0.1 0.0 0.0 -0.92
H 4.7203 -0.9763 -1.1617 0.1 -0.1 0.0 0.43
H 3.3195 2.7220 -2.8194 0.1 0.2 -0.1 0.44
C -4.4132 3.2314 0.3334 0.2 -0.1 -0.3 -0.74
N -0.4080 1.9176 -1.5857 -1.2 -2.5 1.1 0.89
H -1.1089 -1.5919 2.7969 0.1 0.1 0.0 0.49
H -1.5022 1.7392 1.8860 -0.1 0.0 0.0 0.32
C -0.2443 -2.3310 0.9944 -0.1 0.0 -0.1 0.64
C -0.2721 -1.9010 -0.3309 0.1 0.0 -0.1 0.61
H -0.1972 -2.4541 -2.4074 0.0 0.0 0.0 0.48
H 2.4251 -1.4024 -0.3572 0.0 0.0 -0.1 0.47
H 1.8246 0.2889 1.8668 0.0 0.0 0.0 0.41
N -0.2710 0.0499 1.7645 -0.1 0.0 -0.4 0.77
N -1.5067 2.5865 -1.6313 0.2 1.8 -0.8 -1.14
H -2.3577 0.1816 1.9730 0.0 0.1 0.0 0.47
C 1.8803 1.5034 -1.8102 -0.3 0.3 -0.1 0.96
C 0.7790 2.3484 -2.0184 1.6 0.9 -0.6 -0.67
C -0.1974 -4.6104 0.1875 -0.1 -0.1 0.0 -0.58
C -0.2161 -2.8031 -1.3792 0.0 0.0 -0.2 0.12
C 2.6557 -0.5074 -0.9227 0.3 -0.3 0.1 -0.19
H -1.4373 0.7815 3.3730 0.0 -0.1 0.0 0.37
C 4.1971 0.9147 -2.0772 -0.2 0.0 0.1 -0.23
C 3.1750 1.8016 -2.2813 0.0 0.0 -0.1 -0.98
H -0.1470 -4.8688 -1.9427 0.0 -0.1 -0.1 0.43
H -5.3612 3.7540 0.4234 0.0 0.0 0.0 0.33
S -4.1009 2.9704 -1.4438 -0.2 -0.1 0.1 -0.03
C -0.2251 -3.7048 1.2316 0.1 0.2 -0.1 -0.93
H -4.4607 2.2670 0.8286 -0.1 0.0 0.2 0.20
C -0.2420 -1.3735 2.1642 0.0 -0.4 -0.1 -1.27
C 0.9150 0.7810 2.2074 0.3 0.2 0.0 -1.35
C -1.4630 0.7221 2.2788 -0.2 0.2 0.1 -1.36
N 1.6441 0.3325 -1.1306 -0.1 -0.2 0.3 0.04
H 0.8901 1.7933 1.8008 0.0 0.0 0.0 0.30
H 0.9406 0.8544 3.3013 0.0 0.0 0.0 0.41
H 0.6527 -1.5664 2.7653 -0.1 0.1 0.0 0.49
H -0.1942 -5.6695 0.3966 0.0 -0.1 0.0 0.42
C -0.1875 -4.1659 -1.1245 0.1 0.1 0.0 -0.67
H -3.6122 3.8416 0.7408 0.0 0.1 0.1 0.28
H -0.2309 -4.0551 2.2519 0.0 -0.1 0.2 0.48
Rh -0.3736 0.0904 -0.6485 -0.1 0.6 0.4 -0.32
S -2.6572 0.3228 -0.8459 0.1 0.4 0.1 -0.18
H 5.1871 1.1162 -2.4511 0.1 0.1 0.0 0.44
C -2.6296 2.0307 -1.3077 -0.2 -0.9 0.3 0.43
H 0.8720 3.3029 -2.5177 0.0 0.1 0.0 0.44
```
Forces are in eV/Å.

LUMO energy (spin up / spin down) = -2.970 / -6.313 eV
E_HOMO (spin up / spin down) = -9.8 / -11.8 eV
2S+1 = 5
charge = +1
relative energy (zero: lowest compared OMol25 entry of this formula, charge and spin) = 23.6 kcal per mole


Record 3
The following is a quantum chemistry calculation of a cluster of 3 separate species, C16H43B2N2OP in total in a non-equilibrium geometry, from the Open Molecules 2025 dataset.

Geometry as XYZ:
```
65
Properties=species:S:1:pos:R:3:forces:R:3:mulliken_charge:R:1
N -3.9412 0.0967 1.7608 0.2 0.1 0.1 0.16
C -2.6010 1.5225 -2.5356 0.5 -0.3 0.2 -0.84
C 5.9353 0.3478 0.1723 -0.1 0.0 -0.1 -0.35
H -6.3160 1.8751 2.2450 -0.1 -0.1 0.0 0.30
H 5.8222 0.4015 3.5252 -0.1 0.0 -0.1 0.35
H 6.2427 -0.6761 -0.0865 0.0 0.0 -0.1 0.23
C -4.8121 0.3344 4.1567 0.0 0.1 0.1 -0.98
H -5.2215 -0.9726 -0.5203 0.0 0.0 0.0 0.29
H -2.3224 0.9115 -1.6559 -0.2 0.2 -0.3 0.11
C -4.6133 1.1831 1.0638 0.0 0.0 -0.3 -0.20
H 1.6961 1.3526 -5.5191 -0.2 0.4 -0.9 0.28
P -2.5437 0.5522 -4.1346 0.0 0.1 -0.1 -0.05
H -4.8284 -2.6307 -0.0903 0.0 0.0 0.0 0.47
H 3.3298 0.3177 1.0126 0.1 0.0 -0.1 0.37
C 3.9387 -1.7108 1.3230 -0.1 -0.1 0.1 -0.99
H -0.5971 -0.0119 -5.8426 -0.1 -0.3 0.0 -0.13
C 6.2960 0.1679 2.5673 0.1 0.1 0.0 -0.71
H 2.2228 -0.8166 -2.8639 -0.2 -0.1 0.5 0.31
H -2.3113 -1.8508 -4.4199 -0.5 0.0 0.2 0.35
H 7.2928 -1.5759 1.6886 0.0 0.0 0.0 0.27
H 1.3750 -0.9416 -1.2522 0.2 0.1 -0.3 0.19
H -3.8057 -1.9605 1.9969 0.0 0.1 0.1 0.45
B -0.7443 0.5217 -4.7829 -0.8 -0.6 0.4 0.46
C -4.4616 -1.2356 1.5065 -0.1 0.0 -0.1 -0.39
C 4.0443 -0.2174 1.6453 -0.2 0.1 -0.2 -0.70
N 5.3429 0.4220 1.4965 0.1 0.1 0.3 0.09
H 5.5589 0.8721 -1.8803 0.0 0.0 0.0 0.49
H 0.5254 -1.2746 -2.7669 0.2 0.3 0.2 0.34
H -6.5373 1.9930 0.5110 0.0 0.0 0.0 0.42
H -3.9108 -1.4982 -3.5899 0.3 0.0 0.0 0.31
O 1.5287 1.8913 -4.7469 -0.5 -1.2 1.4 -0.59
C 0.9233 0.8951 -2.4366 0.3 0.0 -0.2 -0.04
H -4.4238 0.2881 5.1769 0.0 0.0 0.0 0.40
H -5.4075 1.2436 4.0857 -0.1 0.0 0.0 0.22
H -4.0981 2.1204 1.2920 0.1 -0.1 0.2 0.45
C -4.5106 -1.5933 0.0286 -0.1 0.0 -0.1 -1.31
H -3.1091 1.2885 3.2553 -0.1 0.0 -0.1 0.35
C 5.0270 0.8778 -0.9272 -0.1 0.0 -0.1 -1.27
H 6.2254 -1.9618 3.0489 0.0 0.0 -0.1 0.22
C -2.8459 -1.2613 -3.6601 1.0 0.9 0.0 -0.84
H -4.4544 1.0451 -0.0099 0.0 -0.1 0.1 -0.20
C -3.6448 0.3390 3.1657 0.2 -0.1 0.1 -0.69
C -6.1143 1.3685 1.3023 -0.1 0.2 0.0 -1.14
H 6.8447 0.9554 0.1674 0.0 -0.1 0.2 0.47
H 7.1059 0.8985 2.4694 0.0 0.0 -0.1 0.41
H -2.3130 -1.3981 -2.7038 -0.5 -0.2 -0.3 0.15
H 1.7890 1.5252 -2.1565 -0.3 -0.4 0.0 0.15
H -6.6589 0.4229 1.2933 0.0 0.0 0.0 0.23
H 4.3141 -2.3294 2.1369 0.1 0.0 -0.1 0.33
H 2.8893 -1.9817 1.1782 0.0 0.0 0.0 0.39
C 6.9243 -1.2260 2.6534 0.1 -0.1 0.2 -0.96
H 7.7774 -1.1997 3.3358 0.0 0.0 0.0 0.39
H -5.4629 -1.3786 1.9383 0.0 -0.1 0.0 0.25
H 4.7168 1.9039 -0.7224 0.0 0.0 0.1 0.33
B 0.5898 1.1327 -3.9806 1.1 1.5 0.2 0.00
H 3.6817 -0.0463 2.6626 0.2 0.0 0.0 0.34
H -2.9247 -0.4207 3.4877 0.0 -0.1 -0.1 0.41
H -1.8522 2.3312 -2.6085 -0.4 -0.2 0.0 0.38
H 0.1115 1.1475 -1.7389 0.1 -0.2 -0.3 0.20
H 4.1337 0.2624 -1.0522 0.0 0.0 0.0 0.07
H -3.5273 -1.4876 -0.4333 0.0 0.1 0.0 0.21
H 4.4708 -1.9797 0.4090 0.0 0.0 0.0 0.22
H -3.5857 1.9810 -2.3608 0.3 -0.3 -0.2 0.36
C 1.2937 -0.6269 -2.3016 -0.3 0.4 -0.4 -1.10
H -5.4686 -0.5257 4.0214 0.0 0.0 0.0 0.27
```
Forces are in eV/Å.

SMILES = CCB(O)BP(C)C.CCN(CC)CC.CCN(CC)CC
LUMO energy = -0.485 eV
E_HOMO = -8.1 eV
charge = 0


Record 4
The following is a quantum chemistry calculation of a structure of composition C18H45Cl2O18S5Tl in a non-equilibrium geometry, from the Open Molecules 2025 dataset.

Geometry as XYZ:
```
89
Properties=species:S:1:pos:R:3:forces:R:3:mulliken_charge:R:1
H 19.7850 -15.9063 -8.5790 0.1 0.1 0.1 0.31
O 12.7867 -10.6985 -15.3767 0.5 0.2 0.6 -0.58
C 14.4306 -22.4402 -12.5801 0.9 -0.4 -0.5 -1.04
H 16.7669 -19.5971 -13.7655 0.4 0.1 -0.2 0.29
H 21.9440 -17.0284 -3.9678 -0.8 -0.1 0.1 0.31
H 17.5343 -20.9450 -14.7401 -0.3 0.3 -0.2 0.33
O 15.1279 -9.8718 -14.8842 -1.7 0.1 1.6 -0.31
O 20.6353 -15.7958 -6.0897 -1.7 2.5 -0.7 -0.24
C 12.8611 -21.3580 -5.2427 -2.0 -2.1 0.5 -0.16
H 10.6631 -21.8921 -5.7385 0.5 0.5 -0.4 0.30
C 21.9896 -17.3321 -5.0136 0.8 -0.5 1.3 -1.25
Cl 11.3638 -18.5682 -20.5680 0.1 -0.7 1.3 -0.11
H 12.7788 -19.7423 -17.3001 0.5 -0.3 -0.3 0.31
O 12.3185 -15.0397 -10.9901 0.1 0.5 0.6 -0.28
O 18.9018 -13.9362 -6.6337 3.4 -1.3 -0.2 -0.57
Cl 14.3433 -19.3598 -19.1815 -1.1 -0.3 0.7 -0.10
H 16.4745 -12.3016 -16.7541 0.3 0.4 0.0 0.38
O 13.4800 -10.3108 -12.9704 0.4 0.8 -3.2 -0.62
H 14.9585 -12.4688 -15.9860 -0.1 0.0 0.5 0.26
H 15.1112 -20.9828 -6.6273 0.0 0.2 -0.2 0.30
C 7.1721 -13.3237 -18.6402 0.3 0.4 0.4 -1.06
C 13.4038 -15.4892 -11.3738 1.5 -2.2 -2.2 0.81
H 6.5057 -13.3531 -14.3044 0.2 -0.2 -0.1 0.33
H 8.2583 -13.0505 -14.7129 -0.1 -0.1 -0.1 0.32
O 6.4410 -16.1738 -14.7115 2.5 1.7 -1.6 -0.55
O 14.3900 -15.2066 -10.6634 -0.5 0.5 0.4 -0.26
S 7.5512 -15.3711 -15.2708 -0.9 0.0 0.4 1.06
H 12.7790 -18.1313 -17.9649 0.2 0.1 0.0 0.29
H 11.2682 -22.5600 -4.2782 0.6 -0.5 -0.2 0.38
H 13.8058 -7.8225 -13.7577 0.2 0.5 -0.2 0.34
H 12.1754 -8.0567 -14.2770 -0.1 0.2 -0.6 0.36
C 21.9871 -16.1135 -5.8616 0.7 0.0 -0.2 -0.08
C 15.8727 -11.8762 -15.9510 -0.4 -0.2 -0.6 -1.01
O 18.7375 -20.2770 -11.5057 -1.1 0.0 -0.1 -0.56
C 17.6773 -20.1404 -14.0187 0.8 -1.3 1.0 -0.88
H 6.1394 -13.6661 -18.7056 0.0 0.2 0.6 0.29
S 13.5454 -9.9404 -14.4122 0.7 -0.4 1.0 1.08
O 14.0074 -17.7910 -5.4890 0.4 -2.6 0.5 -0.60
H 8.5863 -13.3694 -17.0268 0.3 -0.5 0.1 0.25
H 22.4768 -15.2565 -5.3991 0.2 -0.1 0.0 0.35
H 16.2963 -19.6716 -6.3557 0.0 -0.1 0.1 0.35
C 11.3928 -21.7103 -4.9494 -0.2 0.1 1.4 -1.29
O 8.9227 -15.9276 -15.3115 -2.4 1.2 -0.2 -0.56
H 8.6113 -14.8486 -18.1343 0.4 0.1 0.5 0.28
S 14.2588 -19.2237 -5.2828 -1.2 1.0 -3.0 1.15
H 12.6154 -16.3072 -12.6897 -0.8 -0.8 -1.4 0.33
O 13.5465 -16.2992 -12.4558 -0.4 2.0 2.5 -0.32
H 7.4813 -13.3380 -19.6853 0.7 -0.4 0.2 0.34
O 12.8562 -20.0130 -5.6850 1.7 1.2 0.6 -0.27
H 16.3144 -23.5467 -12.4470 0.0 -0.1 -0.3 0.30
H 16.4166 -9.8280 -16.4099 0.3 -0.1 0.4 0.35
H 14.8417 -10.1242 -16.9142 -0.4 -0.6 0.0 0.33
H 13.9070 -23.3946 -12.6357 0.0 0.0 -0.1 0.35
C 15.2659 -19.9038 -6.6249 0.3 1.0 0.6 -0.83
O 14.7665 -19.7834 -4.0918 0.3 0.3 1.2 -0.58
C 20.3979 -15.0052 -8.5589 -0.5 0.5 1.3 -0.89
H 14.0236 -21.7649 -13.3327 -0.3 0.2 0.4 0.23
H 21.4484 -15.2221 -8.7527 -0.2 0.3 -0.4 0.35
H 7.2842 -12.2844 -18.3310 -0.8 0.1 -0.2 0.27
H 11.0656 -20.9276 -4.2650 -0.5 0.4 -0.4 0.34
H 7.8497 -14.0834 -13.3138 -0.2 0.2 0.0 0.34
O 7.0671 -14.8036 -16.7668 0.5 -1.0 2.2 -0.28
S 18.1609 -21.1258 -12.5074 -0.5 -0.6 -0.7 1.08
C 8.0209 -14.1075 -17.5956 -0.8 -0.1 -1.7 -0.06
H 10.6217 -19.2075 -18.3636 0.2 0.2 0.0 0.31
O 21.3572 -13.3654 -6.6210 0.1 -0.3 0.1 -0.54
C 15.5418 -10.4156 -16.1312 0.5 0.4 -0.9 -0.28
S 20.3284 -14.3206 -6.8593 -3.1 -1.4 -0.1 1.07
H 13.5640 -7.8114 -15.5456 -0.5 -0.2 0.1 0.32
O 18.9346 -22.2891 -12.8832 -1.3 0.8 0.0 -0.56
C 11.4864 -19.4753 -18.9707 0.7 0.1 -1.0 -0.40
H 22.4645 -16.3475 -6.8131 0.2 0.2 -0.3 0.27
H 16.4023 -11.9599 -15.0020 -0.1 -0.3 -0.1 0.28
H 14.3754 -22.0870 -11.5504 -0.4 0.2 -0.2 0.29
H 18.5610 -19.5702 -14.3049 -0.3 0.2 0.1 0.38
H 22.9582 -17.8318 -5.0042 0.1 -0.1 -0.6 0.39
H 13.4026 -21.5395 -4.3142 0.1 0.5 -0.1 0.38
Tl 13.1839 -12.0490 -7.0269 0.1 0.0 0.1 1.00
C 13.2100 -8.1976 -14.5898 0.3 -0.7 1.5 -0.88
H 19.8762 -14.2061 -9.0855 0.6 -0.1 -0.6 0.38
C 12.8018 -19.1864 -18.2375 -0.3 1.0 -0.2 -0.38
O 16.5827 -21.5480 -12.0945 1.8 0.4 -0.5 -0.28
C 15.9235 -22.6239 -12.8756 0.3 0.2 1.2 -0.18
C 7.5246 -13.7404 -14.2960 0.5 -1.5 -0.6 -0.87
H 16.2096 -22.5588 -13.9253 -0.1 0.0 0.0 0.35
H 11.4402 -20.5441 -19.1796 -0.1 0.1 -0.4 0.34
H 15.0461 -19.3638 -7.5458 -0.3 -0.4 0.0 0.29
H 13.2314 -22.0895 -5.9610 0.4 0.4 -0.6 0.30
H 21.2147 -18.0501 -5.2822 0.0 0.2 0.1 0.31
```
Forces are in eV/Å.

LUMO energy = -12.747 eV
E_HOMO = -14.1 eV
charge = +2
relative energy (zero: lowest compared OMol25 entry of this formula, charge and spin) = 62.6 kcal per mole


Record 5
The following is a quantum chemistry calculation of an isolated molecule of CH3FO2S in a non-equilibrium geometry, from the Open Molecules 2025 dataset.

Geometry as XYZ:
```
8
Properties=species:S:1:pos:R:3:forces:R:3:mulliken_charge:R:1
H 0.8442 -2.6355 0.1415 -4.4 -6.5 1.5 0.27
O 1.9735 1.5276 0.7008 -2.6 -0.9 -2.9 -0.50
F -0.3207 1.6541 -0.2517 -2.9 1.5 0.7 -0.15
S 1.0817 1.1334 -0.4626 4.6 -2.7 2.2 0.60
O 1.2559 -1.9058 -0.0274 4.5 8.3 -2.7 -0.47
H -0.6144 -1.1470 0.1593 1.2 2.1 -0.2 0.29
H 0.8636 -0.4710 1.2752 -1.7 0.3 -1.5 0.24
C 0.4535 -0.7012 0.2029 1.2 -2.2 3.0 -0.27
```
Forces are in eV/Å.

LUMO energy = 0.385 eV
E_HOMO = -9.9 eV
charge = 0
relative energy (zero: lowest compared OMol25 entry of this formula, charge and spin) = 53.6 kcal per mole